Entry 1:
Here is the molecule C19H19ClN2O4S2 at a distorted geometry from the Open Molecules 2025 dataset. Energies are from ωB97M-V/def2-TZVPD.

```
47
Properties=species:S:1:pos:R:3
C -0.7076 0.5557 0.9188
C -0.2461 -0.4638 -0.1636
C 0.9289 0.1785 -1.0097
S 2.6009 0.1080 -0.2650
O 3.5128 -0.3576 -1.3131
O 2.6353 -0.8228 0.9164
C 2.9324 1.8835 0.2102
C 3.7129 2.7316 -0.5957
C 3.8657 4.0746 -0.2104
C 3.3159 4.5659 0.9882
C 2.5992 3.7040 1.8162
C 2.4052 2.4036 1.3896
N 2.0666 4.0980 3.0272
C 2.0202 5.3758 3.5037
O 1.5810 5.5576 4.6186
C 2.2902 6.5669 2.6182
S 3.5987 6.2701 1.3905
C -1.4157 -0.8511 -1.1066
O -1.9025 -0.0467 -1.8674
N -1.9794 -2.1043 -1.0812
C -3.0319 -2.5494 -1.9746
C -3.2572 -4.0614 -1.6964
C -4.3919 -4.4540 -0.9561
C -4.6057 -5.7973 -0.6650
C -3.7391 -6.8109 -1.1391
C -2.6416 -6.4102 -1.9515
C -2.3810 -5.0625 -2.2172
Cl -0.9940 -4.6847 -3.1664
H 0.1172 0.7286 1.6195
H -0.9398 1.5268 0.4885
H -1.5681 0.1643 1.4446
H 0.1276 -1.3361 0.3317
H 0.7700 1.2230 -1.1783
H 0.9967 -0.3374 -1.9696
H 4.1394 2.3934 -1.5404
H 4.4292 4.7821 -0.8204
H 1.9033 1.6641 1.9964
H 2.0364 3.3996 3.7751
H 1.3335 6.8380 2.1291
H 2.5688 7.3763 3.2321
H -1.4874 -2.8048 -0.5222
H -3.9418 -1.9868 -1.8326
H -2.7375 -2.4078 -3.0244
H -5.0889 -3.6650 -0.6555
H -5.4873 -6.1235 -0.1368
H -3.9417 -7.8731 -0.9638
H -2.0019 -7.1586 -2.3916
```

As for the structure (SMILES): C[C@H](CS(=O)(=O)c1ccc2c(c1)NC(=O)CS2)C(=O)NCc1ccccc1Cl. The calculation puts the LUMO energy at 0.11 eV. For the total energy, the calculation gives -65374.4659 eV. The net charge is 0. Its spin multiplicity is 1. The relative energy (zero: lowest compared OMol25 entry of this formula, charge and spin) comes out at 143.6 kJ/mol.

Here are the Mulliken charges for atoms 1 to 2, given in e:
1 C -1.4049
2 C 0.8599

Entry 2:
Here is a structure of composition C31H26GeS4SbSiTc from the Open Molecules 2025 dataset. Energies are from ωB97M-V/def2-TZVPD.

```
65
Properties=species:S:1:pos:R:3
Tc -0.5588 -0.8476 0.6088
S -4.5319 -1.2433 0.0006
Sb -3.3055 -0.1556 1.4763
S -1.4769 1.1065 0.1992
S -1.3984 -1.8341 2.3119
S -3.7504 0.9669 3.3255
C 3.5700 -3.2874 -3.3956
C 3.0552 -1.9991 -3.3094
C 1.8898 -1.7663 -2.5950
C 1.1966 -2.8138 -1.9795
C 1.7260 -4.1021 -2.0845
C 2.9095 -4.3370 -2.7755
Si -0.4820 -2.5672 -1.2071
C -1.7144 -2.0653 -2.5100
C -2.7935 -2.9072 -2.7820
C -3.7230 -2.5806 -3.7610
C -3.5877 -1.4022 -4.4779
C -2.5208 -0.5500 -4.2179
C -1.5956 -0.8810 -3.2413
H 4.4828 -3.4708 -3.9487
H 3.5682 -1.1765 -3.7924
H 1.5119 -0.7509 -2.5283
H 1.2072 -4.9367 -1.6257
H 3.3073 -5.3421 -2.8396
H -0.9236 -3.8644 -0.6537
H -2.9210 -3.8223 -2.2152
H -4.5580 -3.2421 -3.9544
H -4.3157 -1.1425 -5.2361
H -2.4172 0.3744 -4.7718
H -0.7799 -0.1936 -3.0438
C 1.0902 -0.7210 0.8297
Ge 2.5828 -0.3469 2.0911
C 1.9526 -1.2337 3.6973
C 1.6579 -0.6134 4.9094
C 1.1731 -1.3506 5.9840
C 0.9792 -2.7170 5.8598
C 1.2768 -3.3511 4.6608
C 1.7594 -2.6144 3.5892
C 4.2476 -1.1347 1.5420
C 5.3226 -1.0031 2.4235
C 6.5568 -1.5524 2.1086
C 6.7265 -2.2424 0.9140
C 5.6616 -2.3832 0.0369
C 4.4259 -1.8305 0.3512
C 2.6556 1.5787 2.0737
C 1.8700 2.3883 2.8958
C 1.9516 3.7719 2.8079
C 2.8123 4.3595 1.8924
C 3.5863 3.5653 1.0578
C 3.5082 2.1828 1.1485
H 1.8152 0.4478 5.0401
H 0.9442 -0.8525 6.9174
H 0.5981 -3.2889 6.6961
H 1.1304 -4.4193 4.5613
H 1.9824 -3.1269 2.6582
H 5.2034 -0.4717 3.3622
H 7.3859 -1.4452 2.7965
H 7.6891 -2.6744 0.6711
H 5.7863 -2.9258 -0.8917
H 3.5975 -1.9564 -0.3355
H 1.1569 1.9524 3.5815
H 1.3335 4.3899 3.4463
H 2.8738 5.4380 1.8228
H 4.2509 4.0232 0.3364
H 4.1267 1.5723 0.4988
```

The calculation puts the LUMO energy at -1.90 eV. For the total energy, the calculation gives -149038.8503 eV. The net charge is 0. Its spin multiplicity is 1. The relative energy (zero: lowest compared OMol25 entry of this formula, charge and spin) comes out at 36.5 kJ/mol.

Here are the Mulliken charges for atoms 1 to 2, given in e:
1 Tc -1.1804
2 S -0.4754

Entry 3:
Here is the molecule C6H10O from the Open Molecules 2025 dataset. Energies are from ωB97M-V/def2-TZVPD.

```
17
Properties=species:S:1:pos:R:3
C -1.9210 -0.6463 0.3725
C -1.1214 0.5588 -0.0747
C 0.0358 0.5422 -1.0252
C 0.9064 -0.6994 -0.8123
C 1.1828 -0.2303 0.6437
O 2.5107 0.1916 0.8629
C 0.2332 0.9505 0.4350
H -2.5424 -0.3845 1.2359
H -1.2891 -1.4902 0.6669
H -2.5876 -0.9879 -0.4278
H -1.7434 1.4413 -0.2284
H 0.0524 1.1705 -1.9112
H 1.8362 -0.6972 -1.3883
H 0.4092 -1.6667 -0.9506
H 0.9599 -0.9380 1.4491
H 2.6591 0.9543 0.2858
H 0.4192 1.9313 0.8667
```

As for the structure (SMILES): C[C@@H]1[C@@H]2C[C@@H](O)[C@H]12. The calculation puts the LUMO energy at 1.05 eV. For the total energy, the calculation gives -8429.8775 eV. The net charge is 0. Its spin multiplicity is 1. The relative energy (zero: lowest compared OMol25 entry of this formula, charge and spin) comes out at 131.5 kJ/mol.

Here are the Mulliken charges for atoms 1 to 2, given in e:
1 C -1.4111
2 C 0.1396

Entry 4:
Here is a cluster of 6 separate species, C7H27N7O6 in total at a distorted geometry from the Open Molecules 2025 dataset. Energies are from ωB97M-V/def2-TZVPD.

```
47
Properties=species:S:1:pos:R:3
C -8.0131 -1.5817 22.9478
O -7.0077 -1.4903 21.9869
C -6.1538 -0.3793 22.1588
C -5.2043 -0.3182 20.9771
C -4.3202 0.9018 21.0078
N -5.9473 -0.3252 19.6928
H -8.3296 -0.6269 23.3804
H -7.7223 -2.2300 23.7907
H -8.9271 -2.0490 22.5716
H -6.7267 0.5582 22.2390
H -5.6403 -0.4807 23.1283
H -4.5903 -1.2221 20.9651
H -4.8836 1.8237 20.8533
H -3.5648 0.8468 20.2259
H -3.8026 0.9675 21.9701
H -6.4767 -1.1935 19.6402
H -6.7081 0.3505 19.7895
N -12.0846 -5.5766 28.8371
C -12.1941 -5.0371 27.5847
N -13.1503 -4.0728 27.4707
O -11.4434 -5.3204 26.6668
H -12.8470 -5.5612 29.4907
H -11.4318 -6.3302 28.9611
H -13.3095 -3.6290 26.5845
H -13.5554 -3.6339 28.2771
N -10.7400 -4.2524 21.4629
C -10.1807 -4.8409 20.3708
N -9.1379 -5.6955 20.6773
O -10.5929 -4.6600 19.2406
H -11.5395 -3.6810 21.2657
H -10.3659 -4.2997 22.4011
H -8.6670 -6.1390 19.9146
H -8.7774 -5.6051 21.6090
N -11.5260 -0.0132 27.0957
C -11.0584 -0.6147 25.9473
N -10.6180 -1.9021 26.1550
O -11.0574 -0.0971 24.8528
H -11.9870 0.8713 27.0235
H -11.3052 -0.4744 27.9582
H -10.6621 -2.3958 27.0271
H -10.3183 -2.3901 25.3271
O -9.7901 -4.3508 24.2897
H -8.8470 -4.5684 24.2946
H -10.0513 -4.3779 25.2181
O -7.2925 -5.5089 25.0019
H -6.4578 -5.8259 25.3573
H -7.9042 -6.2516 25.0637
```

As for the structure (SMILES): COC[C@H](C)N.NC(N)=O.NC(N)=O.NC(N)=O.O.O. The calculation puts the LUMO energy at 0.03 eV. For the total energy, the calculation gives -30415.3400 eV. The net charge is 0. Its spin multiplicity is 1. The relative energy (zero: lowest compared OMol25 entry of this formula, charge and spin) comes out at 0.0 kJ/mol.

Here are the Mulliken charges for atoms 1 to 2, given in e:
1 C -0.5636
2 O -0.2789

Entry 5:
Here is a structure of composition C4H5ClN2 at a distorted geometry from the Open Molecules 2025 dataset. Energies are from ωB97M-V/def2-TZVPD.

```
12
Properties=species:S:1:pos:R:3
C -0.5166 0.1169 0.1625
C 0.1335 1.1794 0.0191
C 1.5858 1.0399 0.3415
C 0.2211 -1.0885 0.4972
H -0.2700 2.1547 -0.5016
H 2.0453 1.9362 0.0349
H 1.9990 0.9124 1.3260
H 3.1803 -0.1955 -1.0694
H -0.4300 -1.9183 0.6782
N 2.0144 -0.1518 -0.4708
N 1.4288 -1.2917 -0.1355
Cl -2.3041 -0.0159 -0.1380
```

The calculation puts the LUMO energy at 0.27 eV. For the total energy, the calculation gives -19727.6986 eV. The net charge is 0. Its spin multiplicity is 1. The relative energy (zero: lowest compared OMol25 entry of this formula, charge and spin) comes out at 409.7 kJ/mol.

Here are the Mulliken charges for atoms 1 to 2, given in e:
1 C 0.7034
2 C -0.4544

> The lowest LUMO energy belongs to which entry?

C31H26GeS4SbSiTc